(1)
The following is a DFT calculation (wB97M-V/def2-TZVPD) of the molecule C5H9NO.

Values from the calculation:
Energy ... -325.8470 Ha
HOMO level ... -9.71 eV
SMILES ... CCN1CC(=O)C1
Energy relative to the best compared isomer or geometry (same formula, charge and spin) ... 56.9 kcal per mole

Last column: natural (NBO) charge in e.
Positions of all 16 atoms, in Å:
C 1.938 0.059 0.702  -0.61
C 0.877 0.144 -0.374  -0.25
N -0.208 -0.857 -0.224  -0.37
C -1.084 -0.359 0.878  -0.35
C -1.585 0.646 -0.169  0.58
O -1.737 1.836 -0.196  -0.52
C -1.240 -0.429 -1.214  -0.35
H 2.469 -0.898 0.711  0.22
H 2.656 0.862 0.518  0.22
H 1.519 0.237 1.697  0.20
H 1.314 -0.028 -1.362  0.20
H 0.459 1.184 -0.370  0.18
H -0.569 -0.048 1.787  0.22
H -1.862 -1.089 1.121  0.22
H -0.845 -0.170 -2.199  0.21
H -2.045 -1.164 -1.301  0.22

***

(2)
The following is a DFT calculation (wB97M-V/def2-TZVPD) of the molecule C5H9NO.

Values from the calculation:
Energy ... -325.7446 Ha
HOMO level ... -8.62 eV
Energy relative to the best compared isomer or geometry (same formula, charge and spin) ... 121.1 kcal per mole

Last column: natural (NBO) charge in e.
Positions of all 16 atoms, in Å:
C 1.711 0.088 0.581  -0.64
C 0.461 0.016 1.427  0.01
N -0.574 1.016 1.388  -0.57
C -0.933 -0.353 0.937  -0.26
C -0.998 -0.881 -0.398  0.08
C -0.950 0.056 -1.517  -0.24
O -0.492 -0.499 -2.721  -0.71
H 2.205 -0.888 0.541  0.23
H 2.410 0.793 1.047  0.22
H 1.528 0.418 -0.446  0.22
H 0.653 -0.363 2.430  0.21
H -0.428 1.630 0.588  0.35
H -1.503 -0.897 1.689  0.23
H -0.568 -1.456 -2.590  0.48
H -2.050 0.277 -1.548  0.23
H -0.471 1.044 -1.408  0.17

***

(3)
The following is a DFT calculation (wB97M-V/def2-TZVPD) of the molecule C5H9NO in a non-equilibrium geometry.

Values from the calculation:
Energy ... -325.8859 Ha
HOMO level ... -10.70 eV
SMILES ... COC(C)(C)C#N
Energy relative to the best compared isomer or geometry (same formula, charge and spin) ... 32.4 kcal per mole

Last column: natural (NBO) charge in e.
Positions of all 16 atoms, in Å:
C -0.452 -1.731 -1.032  -0.26
O -0.728 -0.351 -0.900  -0.52
C 0.095 0.380 -0.017  0.16
C -0.491 1.791 0.005  -0.60
C 0.159 -0.222 1.390  -0.63
C 1.486 0.480 -0.554  0.25
N 2.569 0.621 -0.935  -0.32
H 0.610 -1.918 -1.248  0.18
H -0.746 -2.297 -0.138  0.17
H -1.051 -2.077 -1.876  0.20
H -1.510 1.750 0.401  0.22
H -0.524 2.193 -1.010  0.23
H 0.115 2.453 0.628  0.22
H 0.758 0.418 2.046  0.23
H 0.614 -1.216 1.385  0.22
H -0.855 -0.298 1.795  0.22

***

(4)
The following is a DFT calculation (wB97M-V/def2-TZVPD) of the molecule C5H9NO in a non-equilibrium geometry.

Values from the calculation:
Energy ... -325.8979 Ha
HOMO level ... -10.84 eV
SMILES ... CC[C@@H](O)CC#N
Energy relative to the best compared isomer or geometry (same formula, charge and spin) ... 24.9 kcal per mole

Last column: natural (NBO) charge in e.
Positions of all 16 atoms, in Å:
C -0.592 -0.112 1.898  -0.61
C 0.491 -0.091 0.821  -0.44
C 0.048 0.614 -0.481  0.12
O 0.768 1.805 -0.744  -0.72
C 0.276 -0.238 -1.734  -0.52
C -0.433 -1.516 -1.648  0.29
N -0.996 -2.520 -1.530  -0.33
H -1.509 -0.571 1.513  0.21
H -0.269 -0.695 2.766  0.22
H -0.840 0.897 2.248  0.20
H 0.790 -1.125 0.608  0.21
H 1.392 0.418 1.185  0.21
H -1.031 0.831 -0.422  0.16
H 0.621 2.414 -0.010  0.47
H 1.349 -0.429 -1.857  0.25
H -0.065 0.317 -2.613  0.26

***

(5)
The following is a DFT calculation (wB97M-V/def2-TZVPD) of the molecule C5H9NO.

Values from the calculation:
Energy ... -325.8318 Ha
HOMO level ... -9.44 eV
SMILES ... C[C@H]1CC/C1=N\O
Energy relative to the best compared isomer or geometry (same formula, charge and spin) ... 66.4 kcal per mole

Last column: natural (NBO) charge in e.
Positions of all 16 atoms, in Å:
C -1.578 -1.227 -0.061  -0.60
C -0.577 -0.257 -0.669  -0.25
C -0.745 1.259 -0.344  -0.39
C 0.715 1.324 0.189  -0.48
C 0.787 -0.169 -0.016  0.23
N 1.603 -1.085 0.296  -0.14
O 2.722 -0.544 0.932  -0.58
H -2.565 -1.108 -0.524  0.21
H -1.683 -1.050 1.016  0.21
H -1.253 -2.262 -0.201  0.22
H -0.485 -0.433 -1.748  0.22
H -0.965 1.901 -1.200  0.21
H -1.494 1.440 0.433  0.21
H 0.847 1.650 1.224  0.23
H 1.412 1.887 -0.440  0.23
H 3.260 -1.325 1.111  0.48

***

(6)
The following is a DFT calculation (wB97M-V/def2-TZVPD) of the molecule C5H9NO in a non-equilibrium geometry.

Values from the calculation:
Energy ... -325.8952 Ha
HOMO level ... -10.65 eV
SMILES ... C[C@H](C#N)CCO
Energy relative to the best compared isomer or geometry (same formula, charge and spin) ... 26.6 kcal per mole

Last column: natural (NBO) charge in e.
Positions of all 16 atoms, in Å:
C 1.575 -1.246 -0.614  -0.59
C 0.408 -0.259 -0.540  -0.33
C 0.848 1.117 -0.820  0.29
N 1.155 2.214 -1.029  -0.34
C -0.302 -0.315 0.819  -0.41
C -1.547 0.600 0.897  -0.07
O -2.039 1.021 -0.362  -0.72
H 1.202 -2.251 -0.395  0.22
H 2.348 -1.003 0.123  0.22
H 2.035 -1.252 -1.606  0.22
H -0.333 -0.494 -1.313  0.26
H -0.575 -1.361 0.998  0.21
H 0.408 -0.031 1.605  0.21
H -1.308 1.450 1.551  0.17
H -2.368 0.045 1.359  0.19
H -1.507 1.765 -0.673  0.48

***

(7)
The following is a DFT calculation (wB97M-V/def2-TZVPD) of the molecule C5H9NO.

Values from the calculation:
Energy ... -325.9039 Ha
HOMO level ... -9.33 eV
SMILES ... C[C@H]1CN(C)C1=O
Energy relative to the best compared isomer or geometry (same formula, charge and spin) ... 21.1 kcal per mole

Last column: natural (NBO) charge in e.
Positions of all 16 atoms, in Å:
C -1.921 -0.910 0.603  -0.60
C -0.736 -0.885 -0.347  -0.31
C -0.332 0.501 -0.916  -0.20
N 0.929 0.365 -0.196  -0.43
C 1.996 1.292 0.071  -0.42
C 0.632 -0.849 0.356  0.69
O 1.228 -1.557 1.134  -0.60
H -1.819 -0.129 1.366  0.21
H -1.978 -1.873 1.120  0.23
H -2.859 -0.745 0.064  0.21
H -0.809 -1.670 -1.107  0.22
H -0.214 0.558 -2.005  0.19
H -0.956 1.334 -0.567  0.18
H 1.700 2.036 0.824  0.19
H 2.849 0.720 0.447  0.23
H 2.289 1.812 -0.847  0.20

***

(8)
The following is a DFT calculation (wB97M-V/def2-TZVPD) of a structure of composition C5H9NO in a non-equilibrium geometry.

Values from the calculation:
Energy ... -325.6662 Ha
HOMO level ... -8.86 eV
Energy relative to the best compared isomer or geometry (same formula, charge and spin) ... 170.3 kcal per mole

Last column: natural (NBO) charge in e.
Positions of all 16 atoms, in Å:
C -0.666 0.369 -0.440  0.23
C -0.290 -1.180 -0.062  -0.26
C 1.078 0.173 0.402  -0.05
C 0.660 0.930 -0.832  -0.40
C -0.236 0.839 0.847  -0.41
H -2.524 -0.674 -1.544  0.53
H -1.176 -1.665 0.539  0.20
H -0.154 -1.886 -0.914  0.20
H 1.194 -1.839 1.334  0.39
H 1.898 0.707 1.007  0.19
H 0.831 2.108 -0.524  0.22
H 1.161 0.697 -1.879  0.21
H -0.923 0.507 1.621  0.21
H 0.095 2.037 0.985  0.19
N 1.071 -1.263 0.430  -0.64
O -2.019 0.138 -0.969  -0.80

***

(9)
The following is a DFT calculation (wB97M-V/def2-TZVPD) of a cluster of 2 separate species, C5H9NO in total.

Values from the calculation:
Energy ... -325.8491 Ha
HOMO level ... -8.95 eV
SMILES ... C=CNC(=O)C=C.[H][H]
Energy relative to the best compared isomer or geometry (same formula, charge and spin) ... 55.5 kcal per mole

Last column: natural (NBO) charge in e.
Positions of all 16 atoms, in Å:
C -1.819 0.159 2.176  -0.47
C -0.757 0.189 1.373  0.00
N -0.233 -0.924 0.717  -0.61
C 0.700 -0.987 -0.297  0.65
O 0.925 -2.052 -0.847  -0.60
C 1.404 0.273 -0.683  -0.33
C 2.139 0.294 -1.791  -0.28
H -2.156 1.065 2.665  0.21
H -2.376 -0.755 2.369  0.20
H -0.228 1.118 1.195  0.20
H -0.678 -1.818 0.886  0.41
H 1.314 1.160 -0.064  0.21
H 2.226 -0.600 -2.403  0.22
H 2.662 1.191 -2.109  0.20
H -1.877 0.759 -1.430  0.00
H -1.282 0.939 -1.838  0.00

***

(10)
The following is a DFT calculation (wB97M-V/def2-TZVPD) of a cluster of 2 separate species, C5H9NO in total in a non-equilibrium geometry.

Values from the calculation:
Energy ... -325.5594 Ha
HOMO level (alpha / beta) ... -15.01 / -14.97 eV
Net charge ... +1
Energy relative to the best compared isomer or geometry (same formula, charge and spin) ... 35.2 kcal per mole
Multiplicity ... 2
Expectation value of S² ... 0.766

Last column: natural (NBO) charge in e.
Positions of all 16 atoms, in Å:
C -0.917 0.539 1.911  -0.62
C 0.117 0.259 0.808  -0.03
C 0.364 1.014 -0.350  0.21
N 1.392 0.266 -1.157  -0.56
C 1.556 -1.033 -0.564  0.17
C 0.965 -0.867 0.699  -0.21
H -1.069 1.599 1.851  0.24
H -1.896 0.191 1.805  0.26
H -0.496 0.184 2.748  0.24
H -0.181 1.920 -0.758  0.28
H 1.612 0.467 -2.097  0.44
H 2.251 -1.722 -1.050  0.27
H 1.088 -1.717 1.470  0.27
H -2.225 -0.311 -1.337  0.47
H -0.883 -0.659 -1.913  0.45
O -1.679 -0.129 -2.066  -0.90

***

Which of these has the highest energy relative to the best compared isomer or geometry (same formula, charge and spin)?
number 8

***

energy relative to the best compared isomer or geometry (same formula, charge and spin) of number 9 (C5H9NO)?
55.5 kcal per mole

***

Which of these has the highest energy?
number 10